1.
A molecular structure, C16H22BFN at a distorted geometry. Source: OMol25; level of theory: ωB97M-V/def2-TZVPD.

Charge: +1
Frontier orbital gap (eV): 7.37

Last column: Löwdin charge in e.
Positions of all 41 atoms, in Å:
1 H 2.41 -4.44 6.17  0.115
2 H -4.90 0.17 8.26  0.114
3 H 4.69 0.90 9.37  0.116
4 H -2.46 2.90 10.58  0.121
5 H 1.30 -4.25 7.57  0.109
6 B -0.59 -2.65 6.43  -0.147
7 C -2.79 -0.29 8.44  -0.045
8 C 3.33 -0.80 9.40  -0.050
9 H 1.49 -2.02 4.73  0.117
10 H -0.47 1.54 10.11  0.112
11 H 0.85 -5.55 4.93  0.109
12 C 1.35 1.05 8.63  0.033
13 H -4.69 2.26 9.66  0.114
14 H -1.32 -2.35 5.51  0.075
15 F 2.99 2.80 8.67  0.050
16 N 0.53 -3.61 5.72  -0.399
17 C 2.66 1.48 8.89  -0.203
18 H 0.26 -2.90 3.76  0.109
19 H -1.14 -3.41 7.21  0.081
20 H -0.52 -1.90 8.90  0.138
21 C 1.08 -3.01 4.47  -0.024
22 H 0.66 1.78 8.20  0.139
23 H -0.17 -1.54 7.29  0.097
24 C 0.02 -4.98 5.35  -0.007
25 C 1.02 -0.31 8.77  -0.218
26 H 1.72 -2.27 9.31  0.117
27 H 4.11 -1.54 9.67  0.122
28 C -3.94 0.45 8.70  -0.048
29 H -2.82 -1.17 7.80  0.109
30 C -3.83 1.61 9.51  -0.051
31 C -1.50 0.05 8.89  -0.178
32 H -0.40 -5.50 6.24  0.114
33 C -0.34 -0.86 8.45  -0.012
34 C 1.67 -3.79 6.66  -0.035
35 H 2.12 -2.83 6.88  0.095
36 C -1.44 1.19 9.71  -0.035
37 C 2.03 -1.22 9.17  -0.055
38 C -2.58 1.96 10.01  -0.061
39 C 3.68 0.56 9.24  0.035
40 H 1.86 -3.68 4.09  0.109
41 H -0.84 -4.89 4.66  0.119


2.
C16H22ClF3N4O2 in the gas phase at a distorted geometry. Source: OMol25; level of theory: ωB97M-V/def2-TZVPD.

Charge: 0
Frontier orbital gap (eV): 8.35
SMILES string: CCOC(=O)/C(=N\CCCN(C)C)NNc1cc(C(F)(F)F)ccc1Cl

Last column: Löwdin charge in e.
Positions of all 48 atoms, in Å:
1 H 1.86 -6.74 -0.94  0.067
2 F 2.34 0.71 0.95  0.022
3 N -1.36 -0.03 -2.19  -0.014
4 H 1.66 -0.37 3.52  0.165
5 H 2.55 -4.59 -0.01  0.091
6 H -2.01 4.02 -0.14  0.148
7 H -1.50 2.16 2.61  0.068
8 O 0.55 -3.60 -2.56  0.196
9 F 2.86 2.54 -0.32  0.237
10 H 1.36 1.14 4.24  -0.088
11 C 1.06 -6.04 -0.81  0.029
12 H 1.06 0.21 -1.03  0.183
13 H 0.47 -5.98 -1.59  -0.001
14 N -0.08 0.85 2.87  -0.333
15 C 0.82 2.14 -0.05  -0.065
16 C -1.32 3.12 -0.18  -0.168
17 H 0.21 -2.03 2.58  0.080
18 C -0.41 -1.92 -1.34  -0.194
19 H -1.39 1.70 4.31  0.151
20 C 0.30 1.14 -0.94  0.049
21 H -1.88 -2.43 1.62  0.130
22 H -0.06 3.92 1.11  0.131
23 H 2.47 -4.52 -1.73  0.150
24 C -1.76 2.07 -1.02  -0.337
25 C -0.96 1.07 -1.30  -0.269
26 N -0.67 -1.02 -2.43  -0.041
27 H -0.59 -3.26 0.97  0.101
28 H 0.29 0.00 4.89  0.171
29 C -0.20 3.21 0.30  -0.059
30 F 2.14 2.87 1.91  0.007
31 C -0.27 -1.53 1.86  -0.295
32 C 0.88 0.55 3.87  -0.066
33 H -2.24 -0.13 -2.20  0.020
34 H -0.22 -1.47 -3.33  0.204
35 C 2.06 2.11 0.58  -0.436
36 H -1.60 0.04 1.68  0.175
37 H 0.80 -1.26 1.31  0.180
38 Cl -3.59 2.14 -1.82  0.474
39 H 0.63 -6.12 0.20  0.087
40 C 1.90 -4.61 -0.76  -0.344
41 C -0.67 -0.22 2.53  -0.312
42 C 0.45 -3.18 -1.51  -0.408
43 O 1.26 -3.61 -0.52  0.042
44 C -0.67 1.99 3.25  -0.136
45 H -0.03 2.80 3.70  0.117
46 H -1.70 -0.54 3.22  0.172
47 C -0.96 -2.31 1.10  -0.250
48 N -1.06 -1.67 -0.27  0.168


3.
C16H22FNO in the gas phase. Source: OMol25; level of theory: ωB97M-V/def2-TZVPD.

Charge: 0
Frontier orbital gap (eV): 8.39
SMILES string: CCCC(=O)c1ccc(N2CCC(C)CC2)c(F)c1

Last column: Löwdin charge in e.
Positions of all 41 atoms, in Å:
1 C -3.42 1.57 -4.08  -0.074
2 C 1.26 -1.43 6.55  -0.116
3 C -1.43 0.08 -3.68  -0.144
4 C 1.70 -2.05 5.23  -0.262
5 H -2.10 1.91 -1.71  0.118
6 C 1.67 -1.64 0.25  -0.015
7 H 0.17 -1.36 6.60  0.070
8 C 1.36 -1.01 -0.93  -0.003
9 H -3.68 1.02 -4.99  0.076
10 C -1.55 2.30 -2.57  -0.148
11 C 0.60 0.17 -0.98  -0.151
12 H 0.63 0.49 -4.21  0.129
13 O 2.26 -2.89 2.67  0.087
14 H -3.96 1.12 -3.25  0.080
15 H -3.76 2.60 -4.20  0.076
16 H 0.13 -1.15 4.05  0.128
17 H -1.62 -0.48 -4.60  0.118
18 H -1.81 3.36 -2.68  0.120
19 H 1.61 -2.02 7.39  0.067
20 C 0.07 0.04 -3.38  -0.151
21 H 1.67 -0.42 6.65  0.070
22 C 1.26 -1.12 1.49  -0.161
23 H 1.63 -0.22 4.09  0.128
24 C 1.64 -1.85 2.71  -0.361
25 F -0.59 1.77 0.37  0.040
26 H 0.24 2.74 -1.42  0.120
27 H 2.26 -2.54 0.25  0.118
28 H -1.97 -0.40 -2.87  0.126
29 C -1.92 1.52 -3.83  -0.396
30 H 0.39 -0.99 -3.27  0.108
31 H 0.13 0.50 2.37  0.122
32 H 0.50 2.59 -3.16  0.129
33 C 0.51 0.05 1.47  0.043
34 C -0.05 2.17 -2.30  -0.153
35 C 1.22 -1.23 4.03  -0.148
36 H 2.78 -2.13 5.19  0.113
37 H -1.41 1.98 -4.68  0.141
38 H 1.74 -1.43 -1.85  0.107
39 C 0.19 0.66 0.28  -0.179
40 N 0.35 0.79 -2.17  -0.086
41 H 1.30 -3.06 5.14  0.113


4.
A molecular structure, C16H22LiNO2. Source: OMol25; level of theory: ωB97M-V/def2-TZVPD.

Charge: 0
Frontier orbital gap (eV): 9.38

Last column: Löwdin charge in e.
Positions of all 42 atoms, in Å:
1 C -3.92 -2.07 -0.60  -0.087
2 C 2.05 0.93 -0.69  -0.201
3 C -2.35 -0.41 -1.26  -0.545
4 H 1.39 -2.05 2.62  0.086
5 C -2.46 -2.38 -0.21  -0.513
6 C -0.57 -0.36 2.49  -0.030
7 H -0.83 -1.40 2.33  0.075
8 O -1.80 0.62 -1.69  -0.055
9 H 2.42 -2.61 1.32  0.071
10 C 0.38 0.13 1.41  -0.216
11 H 4.11 -1.35 -0.18  0.100
12 H -1.72 2.30 0.84  0.098
13 C -3.84 -0.71 -1.29  -0.087
14 C 0.25 1.41 0.86  -0.211
15 H -0.25 3.34 -0.93  0.084
16 H 0.67 -2.78 1.20  0.094
17 H -1.49 0.21 2.50  0.074
18 C 3.17 -1.34 -0.74  -0.037
19 C 0.82 3.14 -0.87  -0.034
20 H -0.44 3.41 1.30  0.078
21 H -4.29 -2.86 -1.25  0.116
22 H 3.17 2.46 -1.73  0.077
23 C 2.18 -0.36 -0.15  -0.205
24 Li -0.13 -0.20 -0.84  0.652
25 N -1.63 -1.39 -0.69  0.067
26 H -4.53 -2.07 0.30  0.115
27 H -0.12 -0.28 3.48  0.098
28 H -0.99 2.20 2.44  0.076
29 H 1.20 3.17 -1.89  0.074
30 H 3.98 0.92 -1.67  0.077
31 C 1.07 1.80 -0.21  -0.213
32 C 3.00 1.39 -1.78  -0.038
33 H -4.17 -0.73 -2.33  0.119
34 H 1.29 3.95 -0.31  0.098
35 H 2.64 1.16 -2.78  0.099
36 H -4.39 0.09 -0.79  0.117
37 C 1.47 -2.12 1.54  -0.025
38 H 2.78 -2.35 -0.72  0.080
39 H 3.41 -1.11 -1.77  0.072
40 O -2.12 -3.35 0.43  0.040
41 C -0.78 2.38 1.39  -0.029
42 C 1.36 -0.75 0.92  -0.212


5.
C16H22N2O2S in the gas phase at a distorted geometry. Source: OMol25; level of theory: ωB97M-V/def2-TZVPD.

Charge: 0
Frontier orbital gap (eV): 8.90
SMILES string: CC[C@]1(c2cccc(NS(=O)(=O)C3CC3)c2)[C@@H]2CNC[C@@H]21

Last column: Löwdin charge in e.
Positions of all 43 atoms, in Å:
1 C -0.98 -2.48 4.07  -0.162
2 N -2.00 -3.12 3.23  -0.054
3 H -2.30 -3.45 1.19  0.101
4 C -0.68 -2.09 1.62  -0.181
5 C 2.60 0.81 -0.63  -0.012
6 H 3.32 1.26 -1.42  0.130
7 C -0.53 -0.65 2.15  -0.219
8 H -0.48 2.31 2.50  0.086
9 H -2.89 -3.04 3.66  0.091
10 C -2.07 -2.63 1.85  -0.196
11 H -2.85 -1.79 1.64  0.131
12 H -0.40 1.45 3.97  0.046
13 H -2.41 -0.04 3.34  0.109
14 H 0.45 3.02 -4.59  0.136
15 H 2.24 -0.64 2.37  0.041
16 H 4.00 -0.08 0.71  0.069
17 O 1.54 -0.34 -3.55  -0.300
18 H -0.06 -2.71 0.94  0.162
19 H -0.79 0.11 -5.02  0.099
20 C 1.23 1.10 -0.91  -0.376
21 C 0.57 0.06 1.25  -0.120
22 H -2.01 2.31 3.57  0.082
23 C -0.06 -1.92 2.97  -0.150
24 C 1.98 -0.18 1.52  0.003
25 H -1.34 -1.61 4.69  0.114
26 H 1.34 0.55 -6.15  0.120
27 H -0.61 -3.19 4.76  0.086
28 H -0.02 1.97 -2.20  0.102
29 C 0.43 1.93 -4.71  -0.362
30 S 1.51 1.13 -3.54  0.758
31 C 3.00 0.08 0.51  -0.020
32 C 0.61 1.38 -6.12  -0.125
33 H -0.74 0.97 -0.32  0.148
34 C -1.67 0.38 2.59  -0.178
35 H 1.06 -2.18 3.09  0.150
36 O 2.90 1.71 -3.85  -0.360
37 C -0.65 1.12 -5.36  -0.141
38 H -1.58 1.68 -5.78  0.145
39 N 0.96 1.80 -2.05  -0.062
40 C -1.12 1.71 3.25  -0.091
41 H -2.31 0.59 1.70  0.101
42 C 0.33 0.67 0.00  -0.013
43 H 0.48 2.07 -6.93  0.108


In the order shown, the computed molecular weight values come out to 258.17; 394.83; 263.36; 267.30; 306.43 g mol⁻¹.
In the order shown, the computed HOMO energy values come out to -12.31; -8.14; -7.82; -8.90; -8.42 eV.